Below is a molecular structure, C19H23NO4Sb2W, with properties calculated with ωB97M-V/def2-TZVPD.

CARTESIAN COORDINATES (ANGSTROEM)
W -1.56370 1.90332 -0.55375
Sb 3.64334 -2.21334 -3.66731
Sb -2.97432 3.67855 1.91413
O -3.02996 0.80339 -0.37222
O -4.46588 -0.19267 1.10924
O 2.12170 1.75801 1.08510
O 0.17112 2.30291 0.02550
N -1.10627 0.52456 1.03500
C -1.10892 1.82971 -2.60530
C 0.97283 1.58864 0.96896
C 0.36887 -0.19118 2.73966
C -2.92759 3.49853 -2.01479
C -2.06247 3.95793 -0.93577
C 4.90251 -2.70273 -5.26584
C -1.88828 -1.07221 2.59856
C 2.22315 -3.70417 -4.10829
C -4.64521 2.15800 -3.78827
C -5.06347 3.32699 -3.10953
C -5.00325 4.10882 1.59521
C -3.36458 0.01341 0.78628
C -2.48490 2.33823 -2.74111
C -2.08042 -0.25928 1.50015
C -0.63330 -1.04176 3.21369
C -4.24504 3.95331 -2.20420
C 0.08026 0.59241 1.64027
C -3.39770 1.64328 -3.57372
C -2.19078 5.50894 2.58057
H -2.64105 6.36993 2.08750
H -0.90674 0.89954 -3.12719
H 4.30670 -2.61351 -6.18119
H -2.30649 4.87015 -0.38734
H -0.29513 2.55390 -2.71131
H -0.44421 -1.66658 4.07861
H -1.10485 5.52338 2.51635
H 1.34050 -0.13037 3.21487
H -0.98989 4.06756 -1.19257
H 5.78850 -2.07717 -5.31825
H -5.43440 3.44430 0.84761
H -5.47097 3.86323 2.56052
H -3.06824 0.75320 -4.09357
H -2.69326 -1.69474 2.97010
H 1.20621 -3.35347 -3.93598
H -2.47451 5.54252 3.64288
H -4.58804 4.83319 -1.67392
H -6.04907 3.72934 -3.30844
H 5.17993 -3.75844 -5.17100
H -5.19365 5.15807 1.37752
H -5.31746 1.68418 -4.49204
H 2.40122 -4.52378 -3.39933
H 2.34393 -4.08624 -5.11943

Computed properties:
Charge = +4
Gap between HOMO and LUMO = 6.151 eV
HOMO = -20.0 eV


Below is a single C19H23NO6 molecule, with properties calculated with ωB97M-V/def2-TZVPD.

CARTESIAN COORDINATES (ANGSTROEM)
O -1.00055 -0.08320 0.21514
O -2.81647 -1.38458 -4.19921
O 1.01558 -1.20325 -1.69990
O 3.76721 3.47281 5.58325
O 0.27994 -1.85231 0.74521
O 1.65948 -0.53355 2.53805
N -0.62830 -2.34367 -2.73404
C 1.70646 1.64428 3.16130
C 3.20004 2.51353 4.79756
C 3.74083 1.22221 4.96850
C 0.69302 1.48778 2.16697
C -1.48498 0.04868 -5.54690
C -0.08627 -0.56408 0.84869
C 2.26101 0.36324 3.34297
C 0.06487 -1.95331 -1.64133
C -4.37668 -2.77849 -3.07746
C -0.41586 -1.62524 -3.97864
C -3.03126 -2.07411 -2.98528
C -0.18344 2.55338 1.62095
C -1.87810 -3.06977 -2.75074
C -1.59429 -0.66602 -4.20898
C 2.17873 2.73606 3.89473
C 3.29957 4.79399 5.46609
C 0.71564 0.15450 1.83199
C -0.37280 -2.55224 -0.29211
C 3.28652 0.14014 4.25414
H -2.33760 0.70801 -5.67965
H -1.48248 -0.67906 -6.35388
H -0.81936 2.14737 0.84121
H -4.59708 -3.29481 -2.14759
H 3.70600 -0.84328 4.38824
H 2.24135 4.87147 5.73652
H -4.36165 -3.49515 -3.89405
H -3.03401 -1.34901 -2.15209
H 0.42284 3.36052 1.21175
H 1.74272 3.70930 3.74076
H -1.60183 0.06612 -3.38329
H 3.89313 5.38035 6.16558
H -2.02641 -3.63306 -1.83279
H -0.05566 -3.59294 -0.20693
H 3.44532 5.18327 4.45317
H -0.80606 2.96799 2.41346
H 0.51967 -1.07248 -3.89867
H -5.15554 -2.04822 -3.27499
H -0.35657 -2.34714 -4.79870
H -1.84613 -3.77234 -3.59145
H 4.53572 1.11276 5.68867
H -1.45636 -2.45834 -0.16287
H -0.56989 0.63191 -5.58338

Computed properties:
Charge = 0
Gap between HOMO and LUMO = 8.689 eV
HOMO = -8.3 eV
Structure (SMILES) = COc1ccc2oc(C(=O)OCC(=O)N3C[C@@H](C)O[C@@H](C)C3)c(C)c2c1


Below is 2 unconnected molecules or ions with the total composition C19H24BBrF4N, with properties calculated with ωB97M-V/def2-TZVPD.

CARTESIAN COORDINATES (ANGSTROEM)
Br 2.41813 -1.21211 1.78937
F 5.54164 3.23665 -1.71069
F -3.76529 3.20894 -1.77306
F 4.15905 -0.97932 -3.39521
F -2.37620 -1.04018 -3.31788
N -0.54649 -1.41953 2.13091
C -0.43199 1.69276 -1.86177
C -0.73763 0.49228 -2.52047
C -3.08082 1.16126 -2.76597
C 0.87359 1.86742 -1.11546
C 2.54364 0.46549 -2.40488
C -2.74510 2.34411 -2.11209
C 3.85640 0.23655 -2.81921
C -1.84563 -0.60533 2.27851
C -0.54342 -2.09922 0.77084
C 4.53782 2.33505 -1.99100
C -1.89317 0.44657 1.19812
C -2.05460 0.23734 -2.90552
C -0.45454 -2.46120 3.24727
C 2.22639 1.66662 -1.75709
C 4.88403 1.14589 -2.62431
C -1.45135 2.65547 -1.70766
C -0.32771 -1.73885 4.57175
C 3.24132 2.62305 -1.57568
C -1.78237 -2.95879 0.59327
B 0.68312 -0.52576 2.24188
H 0.50936 0.62743 2.39681
H -4.10029 0.92591 -3.04404
H 5.91156 0.91095 -2.87695
H -0.51781 -1.30762 0.01077
H 0.84785 2.82038 -0.56801
H 0.84586 1.07428 -0.38155
H -0.32808 -2.48983 5.37347
H 0.41396 -3.08917 3.01278
H 0.38582 -2.67709 0.67964
H -1.24581 3.61148 -1.21685
H -2.68856 -1.30691 2.24546
H 0.01264 -0.27686 -2.67779
H 0.59824 -1.15004 4.64196
H -0.98767 1.07386 1.15574
H -2.74722 1.12695 1.36981
H -1.87413 -3.72026 1.37958
H 3.03529 3.56231 -1.05469
H -1.81948 -0.15596 3.27178
H -1.71123 -3.46198 -0.37963
H -2.03139 -0.00153 0.20561
H 1.81946 -0.33555 -2.53299
H -1.35657 -3.07453 3.19184
H -1.18941 -1.09066 4.77021
H -2.71125 -2.37075 0.56312

Computed properties:
Charge = +1
Gap between HOMO and LUMO = 7.559 eV
HOMO = -11.8 eV


Below is 2 unconnected molecules or ions with the total composition C19H24BBrFN2O3S, with properties calculated with ωB97M-V/def2-TZVPD.

CARTESIAN COORDINATES (ANGSTROEM)
Br -4.12147 -4.04693 4.21797
S 0.47570 -0.49749 1.65928
F -0.06030 2.59409 -4.22057
O 4.36878 -1.65410 -1.01883
O -2.22200 3.05097 -2.06447
O -1.80248 4.07860 0.84953
N -2.08199 1.53746 0.69689
N 6.08074 -2.84086 -1.74118
C -1.74503 2.78529 3.21161
C -3.55489 1.19367 -3.34853
C -1.83783 -2.16137 2.92019
C -1.36477 -0.82550 2.05544
C -2.42002 0.29436 1.48978
C 3.74869 -3.81000 -1.91176
C 0.36723 0.35686 -0.04657
C -4.04452 0.03315 1.77969
C 1.55458 0.17357 -1.19434
C -0.96253 1.31874 -0.29674
C -1.11212 2.13907 -1.74665
C 0.06965 1.90077 -2.88455
C -0.34977 2.17258 3.81614
C -3.51017 2.34970 -2.17933
C 6.92517 -2.65576 -0.53724
C -3.44705 -2.42314 3.20831
C 4.69109 -2.72789 -1.48398
C 1.39506 0.94805 -2.65975
C -4.52079 -1.30434 2.60022
B -1.86681 2.75876 1.57177
H 2.81612 -3.72733 -1.34706
H -3.21757 0.18036 -2.81875
H 2.48387 -0.50156 -0.93730
H -0.21561 2.60530 4.92051
H 7.96636 -2.74924 -0.85653
H -4.69328 1.06549 -3.67035
H 3.54160 -3.70717 -2.98026
H 6.29134 -3.70093 -2.25080
H -4.32231 3.17481 -2.47059
H -3.89902 1.85686 -1.19154
H -5.68746 -1.45284 2.74840
H 6.75239 -1.65813 -0.12326
H -2.77332 4.33178 0.66826
H -2.70613 2.30143 3.72766
H 2.24886 0.78355 -3.47771
H -1.77690 3.93318 3.52866
H 4.18936 -4.79044 -1.71462
H -4.82710 0.82400 1.34889
H 0.61906 2.45721 3.21077
H -1.07895 -2.95544 3.35932
H -0.46295 0.99411 3.96889
H 6.67890 -3.43741 0.18513
H 6.27010 -2.01835 -2.32253
H -2.84949 1.45245 -4.24754

Computed properties:
Charge = +1
Gap between HOMO and LUMO = 5.368 eV
HOMO = -9.8 eV


Below is a molecular structure, C19H24BN6O2S3SbSe4Zr, with properties calculated with ωB97M-V/def2-TZVPD.

CARTESIAN COORDINATES (ANGSTROEM)
Sb -3.87146 -2.89843 -3.08614
Zr -0.10148 0.00206 -0.97601
Se -3.88691 -4.37204 -1.19070
Se -1.52443 -1.33298 -2.46018
Se -5.54292 -1.16525 -3.14175
Se -3.15952 -3.79906 -5.18814
S 0.42255 4.99478 -1.89839
S -0.22084 2.12676 -2.50948
S -0.49022 -2.82463 0.38040
O -0.04801 3.07552 -0.15223
O -0.17277 -0.01070 1.10484
N -2.20000 1.01055 -0.31815
N 3.20121 -0.16799 -0.02537
N -4.03788 1.28824 0.84211
N 2.75450 -1.32740 -2.18882
N 1.64715 -0.62467 -2.50236
N 2.14632 0.66590 -0.05680
C 0.04133 4.05973 0.87215
C -0.42235 1.24471 4.47945
C -2.43263 1.77841 3.29552
C -2.69511 1.13074 0.90231
C 0.52653 -3.08537 1.84479
C 2.62512 -1.30620 -4.39539
C 3.35692 -1.74485 -3.30432
C -3.27067 1.10473 -1.18636
C 0.09078 0.63739 3.35018
C 4.14771 0.31585 0.78536
C -1.93872 1.16516 2.14609
C 0.05128 3.44630 -1.44919
C 2.44005 1.68332 0.74963
C -0.65715 0.57819 2.16059
C 0.08275 -4.16675 -0.67186
C 3.70511 1.51667 1.31360
C 1.55918 -0.61202 -3.83254
C -1.69160 1.81995 4.46458
C -4.41484 1.26155 -0.48355
B 3.15637 -1.55906 -0.71610
H 5.06692 -0.22800 0.92472
H 0.30112 -4.04525 2.31183
H 0.27930 -2.28379 2.53971
H -3.40541 2.25805 3.26700
H -5.44041 1.27766 -0.80153
H 1.08074 0.19782 3.34163
H 4.26522 -2.32039 -3.24155
H -3.14950 0.99058 -2.24733
H -0.15308 -3.87445 -1.69466
H 1.58693 -3.02772 1.59653
H 4.26144 -2.04957 -0.67418
H 1.72928 2.47753 0.89438
H 4.22147 2.17453 1.99101
H -0.45050 -5.08834 -0.44554
H -0.72441 4.82277 0.73468
H 2.31508 -2.23184 -0.17692
H 1.01903 4.54385 0.86625
H -0.12040 3.51472 1.80163
H 2.82022 -1.48037 -5.43861
H 0.17526 1.27943 5.38317
H 1.16082 -4.28727 -0.55916
H -2.08882 2.30494 5.34679
H -4.65155 1.29364 1.63518
H 0.72591 -0.12768 -4.31278

Computed properties:
Charge = -2
Gap between HOMO and LUMO = 5.686 eV
HOMO = -1.8 eV


Below is a molecular structure, C19H24Cl3N2S3SiW, with properties calculated with ωB97M-V/def2-TZVPD.

CARTESIAN COORDINATES (ANGSTROEM)
W 3.74658 0.14521 -0.22851
Cl 5.02689 1.68410 -1.28378
Cl 1.64095 -1.55318 -3.25198
Cl 4.73989 -1.04654 -3.99852
S 3.91420 0.58256 2.04529
S 6.64150 -0.42353 3.04331
S 5.23775 -1.39587 0.53734
Si 3.39842 -0.80719 -2.50941
N 1.88518 1.41389 -0.18718
N 1.98173 -1.19004 -0.01358
C -2.97208 2.95138 0.25545
C -0.45508 2.93814 0.02015
C 2.09029 -2.52736 0.05644
C -2.35524 -3.33611 1.35412
C -0.28717 -2.83806 0.07737
C 0.80117 3.53211 -0.11865
C -1.54292 -3.69239 0.09917
C -2.36761 -3.38536 -1.16046
C -1.57252 4.66856 1.40092
C -0.38418 -1.44912 0.02988
C 0.74185 -0.65170 -0.01015
C 1.00050 -3.36628 0.10408
C -0.48122 1.55000 0.05426
C -1.70332 3.79597 0.14277
C 5.38688 -0.44569 2.06259
C 1.93125 2.75454 -0.20717
C 0.69226 0.81834 -0.05554
C -1.21697 -5.18542 0.12442
C -1.81187 4.69133 -1.10091
H -2.66163 -2.28929 1.35863
H 3.09545 -2.92212 0.07768
H -2.69589 -2.34566 -1.19348
H -3.11858 2.31973 -0.62327
H 2.91179 3.20003 -0.29895
H -1.41903 1.03298 0.17599
H -1.48106 4.05430 2.29808
H -3.25946 -4.01212 -1.17087
H -0.65318 -5.46388 1.01643
H 0.91252 4.60645 -0.14754
H -1.78219 -3.53005 2.26192
H -1.79536 -3.59377 -2.06584
H -2.46013 5.29310 1.50507
H -1.88180 4.09409 -2.01146
H -3.25905 -3.94484 1.38667
H -2.70918 5.30628 -1.02867
H -3.83567 3.61145 0.33049
H -0.65401 -5.49267 -0.75871
H 1.17502 -4.43001 0.15446
H -0.70630 5.32843 1.34847
H -0.95874 5.36304 -1.19646
H -2.96569 2.32290 1.14837
H -1.35901 -0.98618 0.01565
H -2.14594 -5.75451 0.13563

Computed properties:
Charge = +1
Gap between HOMO and LUMO = 6.611 eV
HOMO = -11.2 eV


Below is a single C19H24ClN3O2 molecule, with properties calculated with ωB97M-V/def2-TZVPD.

CARTESIAN COORDINATES (ANGSTROEM)
Cl 7.11794 1.18225 -1.33188
O 2.16818 1.31332 -1.40362
O -2.42667 -1.40968 -0.97672
N -2.33621 4.45783 0.93108
N 2.45203 -0.14369 0.33718
N 0.34089 0.47736 -0.37489
C -1.02644 4.40426 0.75243
C -1.16850 2.38550 -0.51292
C 1.69178 0.60245 -0.54089
C 6.06244 0.32525 -0.26608
C -4.77652 -1.29835 -1.04668
C -1.18430 -2.07587 -0.95165
C -0.39287 3.39641 0.04459
C -3.07305 3.49886 0.39881
C -0.32066 -0.30627 0.64407
C 3.83787 -0.22113 0.42768
C -3.65950 -2.63047 0.76967
C -3.58340 -2.18015 -0.69040
C -2.54412 2.44220 -0.32647
C 6.60478 -0.47958 0.72230
C 4.37608 -1.03496 1.42655
C -0.52563 1.24656 -1.25641
C -0.37945 -1.80887 0.32930
C 4.69567 0.46495 -0.42747
C 5.74386 -1.15871 1.56728
H -1.29387 0.58917 -1.66953
H 6.14631 -1.79114 2.34404
H 3.71531 -1.57077 2.09410
H -1.31995 -3.15580 -1.08848
H -4.81633 -0.44385 -0.37595
H -4.62095 -3.10239 0.95335
H -3.55865 -1.77181 1.42970
H 1.96569 -0.68870 1.03084
H -1.34726 0.06066 0.70856
H 0.14241 -0.14187 1.62490
H -4.67716 -0.93689 -2.06655
H -2.87811 -3.35041 1.00096
H -0.46215 5.21197 1.20017
H 0.67880 3.39131 -0.08192
H 7.67355 -0.57116 0.82662
H -4.13920 3.58209 0.56772
H 4.29153 1.09490 -1.20147
H -3.18393 1.67795 -0.74209
H -0.61274 -1.69560 -1.80618
H 0.61993 -2.22253 0.18323
H -3.58288 -3.07335 -1.33874
H 0.10599 1.63351 -2.06038
H -0.84013 -2.31264 1.18002
H -5.70036 -1.86208 -0.95782

Computed properties:
Charge = 0
Gap between HOMO and LUMO = 9.040 eV
HOMO = -8.5 eV
Structure (SMILES) = CC(C)OCCCN(Cc1ccncc1)C(=O)Nc1cccc(Cl)c1


Below is a molecular structure, C19H24CrN3SbSe4, with properties calculated with ωB97M-V/def2-TZVPD.

CARTESIAN COORDINATES (ANGSTROEM)
Sb -1.91344 3.86893 2.82935
Se -4.24428 3.28037 3.23962
Se 0.65064 1.66163 2.63884
Se -1.03101 5.61248 4.17573
Se -0.65672 4.34048 -0.23146
Cr -0.82720 2.36980 1.00517
N -0.57894 1.29135 -2.38164
N -2.82100 0.88665 -3.37661
N -1.99089 0.70218 0.10684
C -2.14618 -3.49430 1.09073
C 3.64071 3.00248 -0.38838
C 0.28883 2.28037 -2.87467
C -3.09555 -3.80288 2.24896
C -1.78264 1.10093 -2.91531
C 3.86351 0.58791 0.10317
C -0.12397 0.44183 -1.33877
C 1.19516 0.50367 -0.95525
C 4.50532 1.43544 -2.15765
C -1.20277 -1.53791 -0.19742
C -0.73327 -3.93043 1.50601
C -2.59157 -4.29363 -0.14228
C 1.57296 2.30858 -2.47989
C -2.13345 -2.00851 0.73228
C 2.10081 1.40363 -1.51641
C -1.15453 -0.18725 -0.48325
C -3.01293 -1.09507 1.28921
C -2.91142 0.25286 0.95943
C 3.51441 1.59433 -0.99355
H -0.16829 3.00999 -3.52223
H 3.83927 -0.44109 -0.27164
H 4.44215 0.43259 -2.58766
H -0.02389 -3.84014 0.68298
H -0.49900 -2.19585 -0.68809
H -2.83122 -3.22894 3.13864
H -3.60800 -4.01942 -0.43151
H -1.93751 -4.10291 -0.99421
H 4.64171 3.13469 0.03340
H 3.48458 3.78406 -1.13514
H 4.29744 2.15726 -2.95220
H -2.56847 -5.36626 0.07660
H -3.03361 -4.86572 2.49581
H -0.74444 -4.97656 1.82592
H -4.13295 -3.58141 1.99084
H 2.17983 3.11840 -2.86218
H -3.53734 0.99714 1.44202
H 4.87631 0.78642 0.46466
H 5.53032 1.59892 -1.80817
H -3.75227 -1.38487 2.02146
H 2.89861 3.14009 0.40179
H -0.36983 -3.31570 2.33104
H 3.17388 0.67353 0.94799
H 1.46213 -0.09014 -0.09292

Computed properties:
Charge = -2
<S²> = 6.39
2S+1 = 5
Gap between HOMO and LUMO (alpha / beta) = 4.492 / 4.733 eV
HOMO (alpha / beta) = -0.6 / -0.8 eV


no.,largest force on an atom (eV/A)
1,0.527
2,1.172
3,1.525
4,5.380
5,0.753
6,0.566
7,0.552
8,0.878